*i*
Below is a 2-piece molecular cluster, C5H14 overall, with properties calculated with wB97M-V/def2-TZVPD.

Properties
SMILES = CCC.CC
Gap between HOMO and LUMO = 12.3 eV
Total charge = 0

Each line ends with the Mulliken charge.
CARTESIAN COORDINATES (ANGSTROEM)
C -1.79 0.30 -1.92  -0.161
C -3.03 0.28 -1.00  -1.166
C -0.67 1.11 -1.29  -0.927
H -1.54 -0.76 -2.04  0.221
H -2.08 0.62 -2.92  0.309
H -3.93 -0.13 -1.46  0.325
H -1.04 1.90 -0.61  0.313
H -0.13 0.57 -0.50  0.167
H -3.27 1.26 -0.59  0.342
H -2.84 -0.43 -0.18  0.279
H -0.05 1.54 -2.07  0.297
C 2.93 -1.32 1.52  -0.707
C 2.34 -0.28 2.47  -0.846
H 4.01 -1.22 1.45  0.259
H 2.62 -2.31 1.82  0.261
H 2.56 -1.12 0.51  0.218
H 2.30 -0.64 3.50  0.289
H 2.87 0.66 2.63  0.310
H 1.33 0.04 2.20  0.213

=====

*ii*
Below is a 2-piece molecular cluster, C5H14 overall, with properties calculated with wB97M-V/def2-TZVPD.

Properties
SMILES = CCC.CC
Gap between HOMO and LUMO = 12.1 eV
Total charge = 0

Each line ends with the Mulliken charge.
CARTESIAN COORDINATES (ANGSTROEM)
C 2.14 0.87 0.06  -0.460
C 3.45 0.14 0.01  -1.003
H 2.20 1.96 -0.51  0.253
H 1.30 0.20 -0.47  -0.033
H 2.05 1.19 1.02  0.358
H 3.77 -0.50 0.84  0.281
H 4.33 0.84 -0.19  0.270
H 3.59 -0.53 -0.82  0.314
C -1.62 -0.12 -0.40  -0.242
C -3.18 0.26 -0.17  -1.107
C -1.01 -1.17 0.50  -1.123
H -1.74 -0.50 -1.46  0.187
H -1.02 0.69 -0.34  0.387
H -3.75 -0.48 -0.70  0.306
H -3.36 1.22 -0.60  0.356
H -0.57 -0.80 1.45  0.255
H -1.78 -1.76 0.97  0.439
H -3.43 0.32 0.98  0.272
H -0.32 -1.79 -0.11  0.287

=====

*iii*
Below is a 2-piece molecular cluster, C5H14 overall, with properties calculated with wB97M-V/def2-TZVPD.

Properties
SMILES = CCC.CC
Gap between HOMO and LUMO = 12.3 eV
Total charge = 0

Each line ends with the Mulliken charge.
CARTESIAN COORDINATES (ANGSTROEM)
C -1.42 2.30 0.73  -0.890
C 0.05 2.23 0.37  -0.747
H -1.53 2.81 1.69  0.301
H -2.02 2.80 -0.03  0.275
H -1.83 1.30 0.90  0.254
H 0.68 1.70 1.08  0.243
H 0.41 3.27 0.31  0.384
H 0.22 1.84 -0.64  0.198
C 0.04 -1.28 -0.32  0.042
C 1.52 -0.90 -0.23  -1.159
C -0.14 -2.78 -0.62  -1.325
H -0.42 -0.68 -1.11  0.219
H -0.56 -0.95 0.53  0.224
H 1.73 0.13 -0.53  0.308
H 1.79 -0.88 0.83  0.263
H -0.02 -2.87 -1.69  0.322
H -1.17 -3.09 -0.41  0.369
H 2.11 -1.56 -0.85  0.372
H 0.53 -3.39 -0.02  0.348

=====

*iv*
Below is a 2-piece molecular cluster, C5H14 overall, with properties calculated with wB97M-V/def2-TZVPD.

Properties
SMILES = CCC.CC
Gap between HOMO and LUMO = 12.4 eV
Total charge = 0

Each line ends with the Mulliken charge.
CARTESIAN COORDINATES (ANGSTROEM)
C -0.97 1.31 -0.95  -0.603
C -1.96 1.75 -2.01  -1.118
H -0.84 2.08 -0.18  0.300
H -1.35 0.47 -0.38  0.229
H 0.00 1.16 -1.42  0.249
H -2.07 1.03 -2.82  0.319
H -1.66 2.70 -2.47  0.302
H -2.98 1.87 -1.63  0.318
C 0.97 -1.20 1.64  -0.229
C 1.70 0.03 1.07  -0.930
C 0.56 -2.24 0.60  -1.130
H 1.62 -1.69 2.37  0.310
H 0.07 -0.90 2.18  0.261
H 1.55 0.16 0.00  0.175
H 0.02 -3.03 1.12  0.333
H -0.16 -1.85 -0.12  0.275
H 2.75 0.04 1.38  0.352
H 1.31 0.95 1.53  0.262
H 1.42 -2.65 0.08  0.324

=====

Order of stability, best first: *iv*, *iii*, *i*, *ii*

=====

*i*
Below is a 2-piece molecular cluster, C5H14 overall, with properties calculated with wB97M-V/def2-TZVPD.

Properties
SMILES = CCC.CC
Gap between HOMO and LUMO = 12.5 eV
Total charge = 0

Each line ends with the Mulliken charge.
CARTESIAN COORDINATES (ANGSTROEM)
C -0.69 -2.73 0.08  -0.851
C 0.46 -2.46 1.04  -0.726
H -1.59 -3.18 0.50  0.322
H -1.11 -1.79 -0.30  0.195
H -0.46 -3.27 -0.83  0.296
H 0.21 -1.95 1.95  0.268
H 1.21 -1.86 0.54  0.207
H 0.82 -3.45 1.32  0.300
C -0.01 1.32 -0.51  0.091
C 0.85 1.79 0.66  -1.180
C -0.53 2.43 -1.40  -1.261
H 0.50 0.57 -1.10  0.279
H -0.81 0.78 0.01  0.140
H 1.80 2.20 0.32  0.334
H -0.92 3.21 -0.76  0.314
H 0.24 2.84 -2.05  0.318
H 1.09 0.91 1.26  0.272
H 0.31 2.46 1.32  0.346
H -1.37 2.16 -2.04  0.337

=====

*ii*
Below is a 2-piece molecular cluster, C5H14 overall, with properties calculated with wB97M-V/def2-TZVPD.

Properties
SMILES = CCC.CC
Gap between HOMO and LUMO = 12.4 eV
Total charge = 0

Each line ends with the Mulliken charge.
CARTESIAN COORDINATES (ANGSTROEM)
C -0.71 1.11 -0.91  0.238
C -0.60 2.58 -0.55  -1.293
C -0.18 0.73 -2.28  -1.132
H -1.77 0.90 -0.88  0.220
H -0.21 0.60 -0.09  -0.073
H -0.99 3.33 -1.24  0.347
H -1.04 2.77 0.44  0.331
H 0.91 0.67 -2.28  0.310
H -0.46 1.49 -3.02  0.364
H 0.42 2.95 -0.38  0.330
H -0.60 -0.19 -2.66  0.319
C 1.17 -1.89 1.23  -0.385
C 0.15 -2.34 2.25  -0.862
H 2.15 -1.67 1.67  0.282
H 1.40 -2.70 0.52  0.279
H 0.88 -1.07 0.58  -0.123
H -0.48 -3.18 1.95  0.281
H 0.59 -2.53 3.23  0.283
H -0.61 -1.57 2.42  0.285

=====

*iii*
Below is a 2-piece molecular cluster, C5H14 overall, with properties calculated with wB97M-V/def2-TZVPD.

Properties
SMILES = CCC.CC
Gap between HOMO and LUMO = 12.0 eV
Total charge = 0

Each line ends with the Mulliken charge.
CARTESIAN COORDINATES (ANGSTROEM)
C -0.10 1.83 -1.09  -0.679
C -0.66 3.24 -1.36  -1.032
H -0.71 1.32 -0.36  0.172
H -0.19 1.22 -2.00  0.290
H 0.96 1.86 -0.85  0.359
H 0.01 3.80 -2.01  0.301
H -0.72 3.81 -0.43  0.308
H -1.64 3.16 -1.82  0.294
C 0.36 -1.34 0.45  0.224
C -1.00 -2.03 0.68  -1.217
C 1.45 -1.86 1.39  -1.170
H 0.65 -1.27 -0.60  0.341
H 0.09 -0.30 0.65  -0.100
H -1.12 -2.91 0.02  0.299
H 1.16 -2.86 1.73  0.321
H -1.83 -1.39 0.40  0.322
H -1.06 -2.44 1.68  0.356
H 2.37 -1.99 0.83  0.300
H 1.56 -1.19 2.24  0.312

=====

Order of stability, best first: *i*, *ii*, *iii*